Entry 1:
Computed, not measured: a 2-piece molecular cluster, H4OS overall, with the ωB97M-V functional and the def2-TZVPD basis.

## Properties
Electronic energy = -475.8077 a.u.
Energy relative to the best compared isomer or geometry (same formula, charge and spin) = 2.1 kcal/mol
SMILES = O.S

Structure (ORCA input):
```
! RIJCOSX wB97M-V def2-TZVPD def2/J DEFGRID3
* xyz 0 1
O 1.57894 -0.53530 0.72103
H 2.34706 -0.86131 1.24253
H 1.65609 -0.99289 -0.14667
S -2.21966 0.66756 -1.09723
H -0.88978 0.67842 -0.88987
H -2.47264 1.04351 0.17021
*
```

***

Entry 2:
Computed, not measured: C37H33ClN3O2P2PbS as an isolated structure, with the ωB97M-V functional and the def2-TZVPD basis.

## Properties
Electronic energy = -3477.2623 a.u.
Energy relative to the best compared isomer or geometry (same formula, charge and spin) = 598.0 kcal/mol

Structure (ORCA input):
```
! RIJCOSX wB97M-V def2-TZVPD def2/J DEFGRID3
* xyz 1 1
Pb -0.47563 0.16127 0.20888
N 2.11870 0.00025 2.19892
P 2.43988 0.37517 0.55044
C 4.11213 -0.33697 0.42646
C 4.40107 -1.54704 1.05814
C 5.69751 -2.03671 1.06070
C 6.70689 -1.33269 0.41954
C 6.41324 -0.15549 -0.25324
C 5.11930 0.34268 -0.25568
C 2.78266 2.15202 0.46293
C 2.50149 2.81890 -0.72479
C 2.72650 4.18203 -0.82675
C 3.23269 4.87875 0.25922
C 3.51929 4.21638 1.44601
C 3.29570 2.85351 1.55109
P 0.55018 0.30487 2.79413
C 0.73470 1.80400 3.78727
C 0.19405 3.01307 3.36366
C 0.45253 4.17402 4.07984
C 1.26240 4.12849 5.20330
C 1.81432 2.92200 5.62244
C 1.54826 1.75883 4.92234
C 0.29300 -1.02679 3.98530
C -0.72873 -0.88884 4.92652
C -0.98537 -1.91116 5.82283
C -0.23124 -3.07765 5.78017
C 0.77491 -3.22279 4.83744
C 1.03361 -2.20346 3.93146
H 2.88634 0.15082 2.84985
H 3.61276 -2.10004 1.55305
H 5.92108 -2.96465 1.57006
H 7.72182 -1.70646 0.43853
H 7.19693 0.38684 -0.76483
H 4.89789 1.26737 -0.77209
H 2.08530 2.27055 -1.56286
H 2.48179 4.70188 -1.74218
H 3.40031 5.94469 0.18142
H 3.90969 4.76337 2.29444
H 3.52241 2.34459 2.48109
H -0.39105 3.05143 2.45578
H 0.02861 5.11262 3.74898
H 1.47000 5.03545 5.75548
H 2.45391 2.89156 6.49450
H 1.96728 0.81533 5.25524
H -1.31124 0.02514 4.95988
H -1.77342 -1.80252 6.55574
H -0.43069 -3.87514 6.48322
H 1.35869 -4.13290 4.80395
H 1.81034 -2.31874 3.18750
Cl -6.04314 2.38766 0.60613
C -5.43173 2.92382 -0.65243
C -3.71382 1.03269 0.79144
C -2.95722 2.12578 0.83480
C -2.55549 3.09737 -0.26136
C -3.28749 3.60542 -1.29870
C -4.70275 3.39450 -1.65328
C -1.06982 3.36661 -0.23799
O -0.59463 4.40461 -0.63676
O -0.35242 2.36427 0.22548
H -4.87727 2.11996 0.97218
H -2.54722 2.38743 1.80938
H -2.72102 4.24875 -1.96483
H -5.07966 3.60647 -2.64215
C -7.68203 -2.45040 -0.74883
C -6.70765 -1.42564 -0.25313
C -7.00052 -0.13153 -0.04943
C -6.11132 0.88875 0.36143
N -4.65288 0.15619 0.61763
C -4.36267 -1.20284 0.38221
S -2.85195 -1.86157 0.64806
N -5.40858 -1.90239 -0.03171
C -7.41968 2.89547 0.70326
H -8.69375 -2.05898 -0.69550
H -7.63232 -3.36734 -0.15740
H -7.47106 -2.71388 -1.78846
H -8.01142 0.22142 -0.21038
H -5.24138 -2.88573 -0.19514
H -6.08614 2.16939 1.99078
H -8.38755 3.30961 0.87321
H -5.58227 3.53686 1.28604
*
```

***

Entry 3:
Computed, not measured: C22H34IrN2S as an isolated structure, with the ωB97M-V functional and the def2-TZVPD basis.

## Properties
Electronic energy = -1470.0985 a.u.
Energy relative to the best compared isomer or geometry (same formula, charge and spin) = 41.6 kcal/mol
Expectation value of S² = 0.773

Structure (ORCA input):
```
! RIJCOSX wB97M-V def2-TZVPD def2/J DEFGRID3
* xyz 2 2
Ir 0.88005 0.14275 -0.07276
C -1.08841 0.83584 0.10192
C -0.93475 -0.06166 -1.05865
C -1.08612 -1.43874 -0.51567
C -1.33299 -1.28969 0.85086
C -1.36712 0.09785 1.24124
C -1.70960 0.62435 2.58844
C -1.04337 -0.21480 3.68886
C -1.33261 2.09790 2.73478
C -3.25093 0.45656 2.67393
C -0.91941 -2.80659 -1.16156
C 0.51608 -2.96651 -1.68803
C -1.14516 -3.91548 -0.12432
C -1.95044 -3.00341 -2.28767
C -1.04522 0.54885 -2.45770
C -2.52922 0.51272 -2.86132
C -0.59071 2.02063 -2.39110
C -0.17842 -0.12925 -3.52354
H -1.31599 1.88715 0.02845
H -1.49373 -2.11028 1.53402
H 0.04548 -0.16766 3.61990
H -1.35057 -1.26051 3.65718
H -1.33520 0.18302 4.65970
H -0.29749 2.28058 2.43463
H -1.42807 2.39449 3.77803
H -1.98425 2.74765 2.14912
H -3.54958 -0.59077 2.61174
H -3.76114 1.01761 1.89044
H -3.56939 0.84855 3.63992
H 1.22527 -2.91592 -0.86016
H 0.78183 -2.22308 -2.43437
H 0.61270 -3.95132 -2.14528
H -0.43784 -3.85694 0.70571
H -0.99349 -4.87761 -0.61016
H -2.16324 -3.90741 0.27070
H -1.76942 -2.38248 -3.15834
H -2.96412 -2.81354 -1.93066
H -1.90351 -4.04354 -2.60888
H -3.14812 1.03705 -2.13061
H -2.90405 -0.50476 -2.95866
H -2.65164 1.00891 -3.82433
H -1.34133 2.67716 -1.95160
H -0.38708 2.37790 -3.39901
H 0.34430 2.15718 -1.83303
H -0.43811 -1.16584 -3.70740
H 0.88302 -0.07784 -3.26978
H -0.31364 0.40590 -4.46270
C 6.30475 1.88975 1.92341
C 4.95915 1.80616 1.30332
C 4.05810 2.89037 1.28311
C 2.80261 2.72327 0.73747
N 2.44246 1.54265 0.20837
C 3.40392 0.60481 0.23834
S 2.78410 -0.80765 -0.53788
N 4.60536 0.63097 0.73796
H 6.56342 2.90992 2.19380
H 7.05177 1.48420 1.24169
H 6.32309 1.27071 2.82347
H 4.34537 3.84801 1.69273
H 2.07266 3.52187 0.72195
*
```

***

Entry 4:
Computed, not measured: C15H23Cl3I2NaO2S3 as an isolated structure, with the ωB97M-V functional and the def2-TZVPD basis.

## Properties
Electronic energy = -4068.7307 a.u.
Energy relative to the best compared isomer or geometry (same formula, charge and spin) = 0.0 kcal/mol

Structure (ORCA input):
```
! RIJCOSX wB97M-V def2-TZVPD def2/J DEFGRID3
* xyz -1 1
Na -0.30871 -1.30982 -1.28103
C 2.52614 -1.74839 1.98363
C 1.28780 -1.35449 2.78715
S -0.21707 -1.28122 1.79051
C -0.91976 0.31125 2.24538
C -0.06223 1.54915 1.98706
S 0.53652 1.67782 0.28192
C 2.29528 1.99272 0.54765
C 3.08602 0.93268 1.31139
S 2.98547 -0.71189 0.57324
H 2.38309 -2.72741 1.51992
H 3.37121 -1.83765 2.67204
H 1.43438 -0.40048 3.29487
H 1.16076 -2.10004 3.57604
H -1.23582 0.31505 3.29317
H -1.82275 0.34808 1.63309
H 0.79663 1.57259 2.65949
H -0.66021 2.43318 2.22169
H 2.42501 2.95918 1.04413
H 2.70547 2.10733 -0.45849
H 2.74823 0.88792 2.34560
H 4.12991 1.25673 1.34775
I -2.83647 3.61428 -1.25963
C -2.57574 1.85516 -2.40698
I -0.68288 1.63899 -3.33416
H -3.32376 1.87007 -3.18933
H -2.67051 0.97862 -1.72037
Cl 3.36106 -3.77882 -3.84208
C 2.26537 -2.71476 -2.95501
Cl 0.69942 -2.66250 -3.83634
Cl 2.93477 -1.05189 -2.96870
C 2.08657 -3.15086 -1.41733
O 3.06836 -3.67860 -0.91970
O 0.97696 -2.84478 -0.94802
C -4.27393 -3.47808 1.07888
C -4.40789 -1.94850 1.07392
C -5.80888 -1.56226 0.58097
C -4.21725 -1.43629 2.50652
C -3.39333 -1.37036 0.17121
C -2.54841 -0.89199 -0.57760
H -5.01557 -3.92864 1.74614
H -3.27793 -3.76999 1.41398
H -4.41858 -3.87322 0.07268
H -6.57816 -1.98415 1.23567
H -5.96669 -1.93226 -0.43240
H -5.91940 -0.47717 0.56151
H -4.97324 -1.86912 3.16781
H -4.31070 -0.34891 2.54260
H -3.22841 -1.70887 2.88008
*
```

***

Entry 5:
Computed, not measured: C28H37ClN4P2Ru as an isolated structure, with the ωB97M-V functional and the def2-TZVPD basis.

## Properties
Electronic energy = -2545.1398 a.u.
Expectation value of S² = 6.040

Structure (ORCA input):
```
! RIJCOSX wB97M-V def2-TZVPD def2/J DEFGRID3
* xyz 2 5
Ru -2.44140 -4.12027 2.04741
C -0.73626 -5.25416 1.11670
C -0.33318 -4.01219 1.67390
C -0.08209 -2.74865 0.88579
C -1.32466 -1.85791 0.60431
C -2.64259 -2.58074 0.55166
C -2.84311 -3.81153 -0.10689
C -1.86491 -4.48607 -1.04009
C -0.96986 -5.53177 -0.34164
C -4.43108 -4.40534 2.34665
H -0.53761 -6.14188 1.72249
H 0.18844 -4.06553 2.63155
H 0.42260 -2.99095 -0.05862
H 0.62091 -2.14979 1.48372
H -1.39412 -1.09141 1.39199
H -1.17982 -1.28720 -0.32653
H -3.53376 -1.97500 0.74625
H -3.87798 -4.13783 -0.25184
H -1.25942 -3.74009 -1.55480
H -2.45216 -5.00352 -1.80863
H -1.45894 -6.51435 -0.41534
H -0.00643 -5.64334 -0.85998
H -4.57389 -5.45538 2.65880
H -4.97312 -4.24366 1.40432
H -4.83462 -3.76904 3.14311
P -0.46654 2.88427 -0.80199
P 2.04385 1.67422 0.62893
N -1.23119 2.67695 -2.36730
N -1.04233 4.62507 -0.66107
N 2.87757 0.59470 -0.47492
N 3.48989 1.98478 1.65793
C 1.19920 3.35100 -1.45687
C 2.27556 3.21089 -0.38089
C -1.85282 1.47053 -2.72348
C -2.19473 1.53028 -4.06528
C -1.76491 2.80020 -4.56434
C -1.16156 3.47634 -3.51775
C -1.84807 5.01792 0.40206
C -2.03368 6.38980 0.34358
C -1.31068 6.87324 -0.78267
C -0.70730 5.77667 -1.37844
C 2.40706 -0.70810 -0.65364
C 3.10565 -1.29957 -1.68819
C 4.02665 -0.33249 -2.18776
C 3.86478 0.81688 -1.44503
C 4.83922 2.12013 1.30408
C 5.53906 2.58326 2.41135
C 4.59283 2.78385 3.46246
C 3.34572 2.43922 2.97449
H 1.23223 4.37630 -1.83448
H 1.41075 2.70496 -2.31578
H 3.26657 3.26926 -0.83584
H 2.23193 4.05133 0.32100
H -1.96956 0.70508 -1.97414
H -2.70084 0.76394 -4.62408
H -1.89013 3.18750 -5.56658
H -0.67808 4.43900 -3.50984
H -2.20037 4.27131 1.09759
H -2.62023 6.97885 1.02587
H -1.22733 7.88958 -1.13027
H -0.05865 5.75150 -2.24545
H 1.61055 -1.06400 -0.01441
H 2.97679 -2.31604 -2.04094
H 4.73860 -0.45911 -3.00002
H 4.37667 1.77714 -1.52853
H 5.17891 1.89562 0.31116
H 6.60226 2.74585 2.44743
H 4.80570 3.13875 4.45271
H 2.36199 2.48168 3.40877
Cl -2.31756 -4.69696 5.18310
C -2.23963 -5.46353 3.59403
H -1.28538 -5.98661 3.54453
H -3.07936 -6.16382 3.55460
*
```

***

Entry 6:
Computed, not measured: C28H22AsN3O6PSSe2V as an isolated structure, with the ωB97M-V functional and the def2-TZVPD basis.

## Properties
Electronic energy = -10418.2902 a.u.
Energy relative to the best compared isomer or geometry (same formula, charge and spin) = 0.0 kcal/mol
Expectation value of S² = 3.757

Structure (ORCA input):
```
! RIJCOSX wB97M-V def2-TZVPD def2/J DEFGRID3
* xyz -1 4
V -0.06707 -0.26358 0.06283
Se 1.25445 -2.66641 0.14673
P 1.25129 -2.17365 -1.91563
Se -0.51856 -1.14794 -2.46970
C 2.83062 -1.42951 -2.37189
C 3.85302 -1.43511 -1.40391
C 5.11887 -0.95789 -1.74949
C 5.36044 -0.49678 -3.03968
C 4.32571 -0.46406 -3.96016
C 3.07417 -0.94326 -3.63773
C 1.44820 -3.68431 -2.94269
C 0.85132 -3.82219 -4.18097
C 1.18037 -4.92457 -4.96013
C 2.07651 -5.86571 -4.46399
C 2.58165 -5.74740 -3.19403
C 2.21914 -4.68289 -2.42073
H 3.62962 -1.64528 -0.34639
H 5.84139 -0.92913 -0.95209
H 6.30504 0.00551 -3.26548
H 4.63455 -0.11786 -4.92380
H 2.31431 -1.04516 -4.46704
H 0.11551 -3.04860 -4.58143
H 0.87746 -4.98236 -6.01422
H 2.28372 -6.70924 -5.15797
H 3.34782 -6.44198 -2.72228
H 2.45121 -4.59798 -1.37593
O -1.49805 4.25111 -0.18483
As -0.75952 2.91135 0.73339
O -1.65205 2.83640 2.15904
O -0.82780 1.62767 -0.35554
C 1.01301 3.54225 1.06482
C 1.05801 4.84689 1.42608
C 2.26391 5.40434 1.92725
C 3.38342 4.64414 1.94048
C 3.42466 3.37136 1.44926
C 2.22090 2.82470 1.09788
S 2.15440 1.03751 0.96067
O 1.02087 0.73738 1.81347
O 3.39267 0.52081 1.52952
O 1.84130 0.54581 -0.43005
H -1.21435 4.29386 -1.08359
H 0.14863 5.43665 1.55885
H 2.17974 6.44942 2.39295
H 4.27440 5.05287 2.47190
H 4.36036 2.81957 1.55051
N -8.58642 3.48297 4.17483
C -7.75837 2.76683 3.87836
C -6.66587 1.93484 3.47868
C -6.77651 0.55289 3.81375
C -5.69544 -0.25109 3.65692
C -4.55606 0.28238 3.04168
C -4.45419 1.62144 2.69502
C -5.50539 2.45875 2.93964
N -3.54681 -0.61913 2.52541
C -3.81728 -1.82743 1.85305
C -2.75640 -2.02805 0.97531
N -1.85455 -1.03861 1.20326
C -2.25999 -0.28437 2.13228
H -7.70157 0.22971 4.27849
H -5.63905 -1.30215 3.79028
H -3.45995 1.94702 2.26345
H -5.28678 3.45737 2.70603
H -4.82361 -2.19131 2.03345
H -2.48842 -2.70974 0.26290
H -1.79260 0.58093 2.58294
*
```

***

Please write out number 1 again, unchanged.
Computed, not measured: a 2-piece molecular cluster, H4OS overall, with the ωB97M-V functional and the def2-TZVPD basis.

## Properties
Electronic energy = -475.8077 a.u.
Energy relative to the best compared isomer or geometry (same formula, charge and spin) = 2.1 kcal/mol
SMILES = O.S

Structure (ORCA input):
```
! RIJCOSX wB97M-V def2-TZVPD def2/J DEFGRID3
* xyz 0 1
O 1.57894 -0.53530 0.72103
H 2.34706 -0.86131 1.24253
H 1.65609 -0.99289 -0.14667
S -2.21966 0.66756 -1.09723
H -0.88978 0.67842 -0.88987
H -2.47264 1.04351 0.17021
*
```

***

electronic energy of number 4 (C15H23Cl3I2NaO2S3)? -4068.7307 a.u.